13 unconnected molecules or ions with the total composition C62H86F6O11S2 at a distorted geometry, computed with ωB97M-V/def2-TZVPD.

```
! wB97M-V def2-TZVPD RIJCOSX def2/J DEFGRID3
* xyz 0 1
C -5.82 -1.18 -2.52
C -4.85 -0.05 -2.67
C -3.64 -0.42 -1.75
O -3.75 -1.83 -1.75
C -5.14 -2.21 -1.70
H -6.00 -1.61 -3.50
H -6.75 -0.84 -2.07
H -5.27 0.88 -2.28
H -4.49 0.16 -3.68
H -3.61 0.08 -0.78
H -2.69 -0.21 -2.25
H -5.35 -2.22 -0.62
H -5.19 -3.21 -2.12
C 5.66 -4.14 -1.49
C 6.65 -3.01 -0.98
C 6.43 -3.05 0.43
O 5.06 -3.49 0.59
C 4.52 -3.77 -0.66
H 5.95 -5.17 -1.28
H 5.49 -4.01 -2.55
H 6.35 -2.03 -1.34
H 7.73 -3.13 -1.09
H 6.58 -2.02 0.74
H 7.09 -3.68 1.03
H 4.00 -2.90 -1.07
H 3.83 -4.61 -0.55
C -2.14 -0.82 -6.48
C -1.89 -1.90 -5.47
C -0.66 -1.47 -4.66
O -0.77 0.01 -4.69
C -1.66 0.43 -5.69
H -3.17 -0.73 -6.82
H -1.53 -0.86 -7.38
H -1.64 -2.82 -6.01
H -2.72 -2.07 -4.78
H 0.24 -1.72 -5.22
H -0.63 -1.89 -3.65
H -1.13 1.10 -6.37
H -2.56 0.91 -5.29
C -1.89 3.43 -3.11
C -1.97 4.70 -2.36
C -0.68 4.70 -1.53
O 0.27 3.97 -2.38
C -0.43 3.10 -3.29
H -2.48 3.44 -4.03
H -2.29 2.65 -2.47
H -2.96 4.73 -1.90
H -2.00 5.49 -3.12
H -0.83 4.11 -0.63
H -0.39 5.70 -1.20
H -0.27 2.05 -3.04
H -0.07 3.28 -4.31
C -1.38 -3.29 1.52
C -2.90 -3.17 1.25
C -3.27 -4.67 0.98
O -2.38 -5.33 1.86
C -1.03 -4.75 1.89
H -1.03 -2.67 2.35
H -0.76 -3.07 0.65
H -3.08 -2.44 0.45
H -3.40 -2.74 2.11
H -3.17 -4.91 -0.07
H -4.28 -4.86 1.32
H -0.35 -5.30 1.24
H -0.67 -4.85 2.91
O 3.66 5.14 -0.42
S 3.34 4.80 0.99
O 4.25 5.16 2.11
O 1.87 5.46 1.37
C 1.42 5.47 2.68
C -0.09 5.06 2.80
C 2.90 3.03 1.05
H 1.63 6.49 3.01
H 2.06 4.89 3.34
H -0.42 5.23 3.82
H -0.27 4.03 2.49
H -0.75 5.62 2.13
H 2.73 2.75 2.09
H 3.68 2.47 0.54
H 2.00 2.91 0.44
O -4.56 2.74 -0.48
S -4.23 3.36 0.80
O -2.86 3.36 1.31
O -4.74 4.94 0.79
C -5.99 5.39 0.20
C -5.85 5.48 -1.35
C -5.42 2.61 1.99
H -6.35 6.26 0.73
H -6.71 4.61 0.45
H -5.02 6.09 -1.70
H -6.82 5.80 -1.74
H -5.61 4.48 -1.74
H -5.16 1.55 2.01
H -6.47 2.71 1.74
H -5.20 3.05 2.96
F 2.32 -4.83 -2.53
C 1.06 -4.77 -2.89
C 0.64 -5.15 -4.17
C -0.70 -5.16 -4.48
C -1.66 -4.74 -3.51
C -1.24 -4.29 -2.24
C 0.13 -4.33 -1.92
H 1.35 -5.51 -4.91
H -1.05 -5.55 -5.42
H -2.70 -4.83 -3.78
H -1.93 -3.80 -1.57
H 0.51 -4.02 -0.96
F -3.04 0.38 3.35
C -2.06 0.70 4.24
C -1.43 -0.26 4.92
C -0.37 -0.01 5.80
C -0.06 1.31 6.12
C -0.65 2.36 5.44
C -1.64 2.05 4.50
H -1.70 -1.29 4.72
H 0.17 -0.81 6.28
H 0.64 1.58 6.89
H -0.40 3.37 5.73
H -2.31 2.74 4.00
F 1.03 -2.41 4.69
C 1.73 -3.54 4.63
C 2.96 -3.52 3.96
C 3.60 -4.72 3.70
C 3.15 -5.89 4.31
C 1.95 -5.92 5.01
C 1.27 -4.74 5.18
H 3.35 -2.68 3.40
H 4.53 -4.80 3.16
H 3.71 -6.81 4.27
H 1.55 -6.86 5.38
H 0.33 -4.72 5.71
F 2.52 3.12 -6.80
C 2.63 2.69 -5.50
C 2.26 1.42 -5.12
C 2.39 0.99 -3.81
C 3.01 1.85 -2.92
C 3.46 3.13 -3.31
C 3.17 3.55 -4.58
H 1.83 0.69 -5.79
H 2.01 0.03 -3.47
H 3.24 1.45 -1.94
H 3.90 3.74 -2.54
H 3.47 4.53 -4.92
F 1.47 -1.86 -1.51
C 1.00 -0.96 -0.62
C 1.36 -1.06 0.72
C 0.90 -0.20 1.63
C -0.03 0.81 1.23
C -0.39 0.95 -0.09
C 0.09 0.05 -1.05
H 2.01 -1.84 1.09
H 1.29 -0.28 2.63
H -0.46 1.43 2.01
H -1.14 1.65 -0.42
H -0.24 0.14 -2.07
F 2.81 0.44 7.10
C 3.56 0.79 5.97
C 3.25 0.31 4.70
C 4.02 0.75 3.62
C 4.99 1.68 3.82
C 5.33 2.14 5.08
C 4.65 1.60 6.19
H 2.50 -0.47 4.60
H 3.74 0.41 2.63
H 5.51 2.09 2.97
H 6.14 2.83 5.30
H 4.90 2.08 7.12
*
```

Values from the calculation:
LUMO level in hartree: 0.0045
Frontier orbital gap in eV: 8.8